[1]
Here is one molecule with the formula C5H5NO from OMol25. Energies are from the ωB97M-V functional and the def2-TZVPD basis.

Positions of all 12 atoms, in Å:
C (-1.0197, 0.3428, -0.6182)
H (-1.2249, 0.7521, -1.6029)
O (2.7238, -0.3544, 1.4431)
C (-1.4435, 1.0008, 0.4343)
H (-0.4521, -1.6129, -1.2759)
C (-0.1719, -0.9066, -0.4874)
H (1.7966, -0.4715, -1.5461)
H (-0.3995, -1.4030, 0.4611)
N (-1.9056, 1.5365, 1.4401)
C (2.0692, -0.4825, 0.4818)
H (-1.2929, 2.2387, 1.8563)
C (1.3204, -0.6398, -0.5863)

Calculated values
* HOMO-LUMO gap: 9.435 eV
* F_max: 1.00 eV/Å
* SMILES: N=C=CCC=C=O
* E: -8801.22526 eV
* HOMO level: -8.766 eV
* ΔE to the lowest compared entry with this formula, charge and spin: 2.194 eV

Population analysis type Löwdin, resulting atomic charges in e: atom 1 (C): -0.115, atom 2 (H): 0.106, atom 3 (O): 0.164, atom 4 (C): -0.194, atom 5 (H): 0.106, atom 6 (C): -0.209, atom 7 (H): 0.111, atom 8 (H): 0.117, atom 9 (N): 0.137, atom 10 (C): -0.193, atom 11 (H): 0.073, atom 12 (C): -0.103

=====

[2]
Here is C5H5NO as an isolated structure from OMol25. Energies are from the ωB97M-V functional and the def2-TZVPD basis.

Positions of all 12 atoms, in Å:
H (-0.5014, -0.7875, 1.9522)
N (-0.2828, -1.3539, -2.3693)
H (1.3171, 1.1040, 1.0764)
C (-0.9400, 0.7611, 0.3106)
C (-0.2847, -0.4126, 0.9480)
C (0.0500, 0.8644, -0.6000)
C (1.0058, 0.2661, 0.4401)
C (-0.3203, -1.3204, -1.2056)
H (-1.6383, 1.4722, 0.7070)
H (0.1817, 1.4051, -1.5269)
O (-0.4124, -1.5986, 0.0683)
H (1.8252, -0.3998, 0.1992)

Calculated values
* HOMO-LUMO gap: 9.724 eV
* F_max: 1.57 eV/Å
* E: -8799.23550 eV
* HOMO level: -9.319 eV
* ΔE to the lowest compared entry with this formula, charge and spin: 4.184 eV

Population analysis type Löwdin, resulting atomic charges in e: atom 1 (H): 0.153, atom 2 (N): 0.189, atom 3 (H): 0.120, atom 4 (C): -0.032, atom 5 (C): -0.215, atom 6 (C): -0.071, atom 7 (C): -0.095, atom 8 (C): -0.402, atom 9 (H): 0.112, atom 10 (H): 0.117, atom 11 (O): 0.016, atom 12 (H): 0.108

=====

[3]
Here is C5H5NO as an isolated structure from OMol25. Energies are from the ωB97M-V functional and the def2-TZVPD basis.

Positions of all 12 atoms, in Å:
H (-2.0035, -0.8126, 0.8502)
C (-0.8190, 0.7093, -0.4337)
H (-0.3424, -1.2047, -1.6084)
O (0.0466, -0.6008, 1.4327)
C (-1.0597, -0.3745, 0.5268)
C (0.9100, -0.7878, 0.3032)
N (1.2911, 1.5416, 0.1278)
C (-0.2202, -0.5991, -0.7166)
H (1.4507, -1.7357, 0.3271)
H (-1.6499, 1.0565, -1.0501)
C (1.7909, 0.4808, 0.3371)
H (0.7301, 2.3468, -0.0840)

Calculated values
* HOMO-LUMO gap (spin up / spin down): 7.583 / 7.890 eV
* F_max: 0.47 eV/Å
* E: -8796.59400 eV
* HOMO level (spin up / spin down): -7.440 / -7.620 eV
* ΔE to the lowest compared entry with this formula, charge and spin: 6.825 eV

Population analysis type Löwdin, resulting atomic charges in e: atom 1 (H): 0.145, atom 2 (C): -0.040, atom 3 (H): 0.134, atom 4 (O): -0.062, atom 5 (C): -0.230, atom 6 (C): -0.266, atom 7 (N): 0.192, atom 8 (C): -0.172, atom 9 (H): 0.137, atom 10 (H): 0.087, atom 11 (C): -0.033, atom 12 (H): 0.108

=====

[4]
Here is one molecule with the formula C5H5NO from OMol25. Energies are from the ωB97M-V functional and the def2-TZVPD basis.

Positions of all 12 atoms, in Å:
H (-0.7657, -0.3183, 1.8964)
N (-2.6041, 1.1939, -0.5505)
C (1.4025, 0.6708, -0.1093)
H (2.2982, 1.2721, -0.2215)
C (-1.7276, 0.4444, -0.4623)
C (-0.5775, -0.4735, -0.3250)
C (0.6452, 0.0875, -1.0340)
C (-0.0298, -0.5130, 1.1161)
H (-0.8779, -1.4674, -0.6694)
H (0.4560, -1.4826, 1.2893)
H (0.8050, 0.0783, -2.1027)
O (0.9757, 0.5078, 1.1728)

Calculated values
* HOMO-LUMO gap: 10.192 eV
* F_max: 1.09 eV/Å
* SMILES: N#C[C@H]1C=COC1
* E: -8802.22121 eV
* HOMO level: -9.393 eV
* ΔE to the lowest compared entry with this formula, charge and spin: 1.198 eV

Population analysis type Löwdin, resulting atomic charges in e: atom 1 (H): 0.134, atom 2 (N): 0.152, atom 3 (C): -0.131, atom 4 (H): 0.131, atom 5 (C): -0.179, atom 6 (C): -0.265, atom 7 (C): -0.041, atom 8 (C): -0.128, atom 9 (H): 0.145, atom 10 (H): 0.134, atom 11 (H): 0.110, atom 12 (O): -0.061

=====

[5]
Here is one molecule with the formula C5H5NO from OMol25. Energies are from the ωB97M-V functional and the def2-TZVPD basis.

Positions of all 12 atoms, in Å:
C (-0.1173, 0.3861, -0.2621)
H (-0.1810, 0.1677, 1.8466)
H (-2.4879, -0.7764, 1.8701)
H (1.5278, 1.6449, -0.9519)
C (1.3467, 0.7013, -0.4257)
N (2.2033, -1.3275, -1.8513)
H (-0.6913, 0.2719, -1.1806)
O (-2.6129, -0.9018, -0.1359)
H (1.8541, 0.7420, 0.5430)
C (-0.6976, 0.0672, 0.8912)
C (-2.0421, -0.5691, 0.8784)
C (1.8983, -0.4064, -1.2218)

Calculated values
* HOMO-LUMO gap: 10.054 eV
* F_max: 1.16 eV/Å
* SMILES: N#CC/C=C/C=O
* E: -8802.11204 eV
* HOMO level: -10.331 eV
* ΔE to the lowest compared entry with this formula, charge and spin: 1.307 eV

Population analysis type Löwdin, resulting atomic charges in e: atom 1 (C): -0.090, atom 2 (H): 0.109, atom 3 (H): 0.115, atom 4 (H): 0.123, atom 5 (C): -0.162, atom 6 (N): 0.152, atom 7 (H): 0.128, atom 8 (O): 0.045, atom 9 (H): 0.120, atom 10 (C): -0.056, atom 11 (C): -0.264, atom 12 (C): -0.222

=====

[6]
Here is C5H5NO as an isolated structure from OMol25. Energies are from the ωB97M-V functional and the def2-TZVPD basis.

Positions of all 12 atoms, in Å:
N (-1.6004, 0.3877, -0.0435)
H (0.4693, 0.5491, -1.2353)
H (-2.8595, -0.4699, -1.3958)
H (3.7679, -0.3306, -0.9314)
H (-3.0833, -0.9810, 0.3932)
C (-2.5492, -0.3873, -0.3521)
O (0.3472, 0.1560, 1.9859)
C (0.8906, 0.2265, 0.9114)
C (2.9377, 0.0819, -0.3914)
C (2.3087, 0.5809, 0.5497)
H (-1.4111, 0.3312, 0.9599)
C (0.7821, -0.1445, -0.4506)

Calculated values
* HOMO-LUMO gap: 9.156 eV
* F_max: 0.76 eV/Å
* E: -8796.29790 eV
* HOMO level: -9.041 eV
* ΔE to the lowest compared entry with this formula, charge and spin: 7.121 eV

Population analysis type Löwdin, resulting atomic charges in e: atom 1 (N): 0.015, atom 2 (H): 0.064, atom 3 (H): 0.064, atom 4 (H): 0.076, atom 5 (H): 0.071, atom 6 (C): -0.088, atom 7 (O): 0.069, atom 8 (C): -0.551, atom 9 (C): 0.148, atom 10 (C): -0.019, atom 11 (H): 0.036, atom 12 (C): 0.116

=====

[7]
Here is C5H5NO as an isolated structure from OMol25. Energies are from the ωB97M-V functional and the def2-TZVPD basis.

Positions of all 12 atoms, in Å:
C (-1.1444, 2.2889, 0.2583)
C (0.4583, -1.5076, -0.9639)
C (-0.2287, -0.7536, 0.1635)
O (-1.3919, -0.8026, 0.5588)
H (-1.0418, 2.3267, 2.4457)
H (0.3679, -2.6445, -1.0815)
H (-1.9254, 2.1088, -0.5510)
C (-0.9220, 2.0276, 1.4933)
C (1.6955, -0.9138, -0.3970)
N (1.1678, -0.2946, 0.5783)
H (2.7989, -0.7909, -0.5101)
H (0.1659, -1.0445, -1.9944)

Calculated values
* HOMO-LUMO gap: 9.824 eV
* F_max: 8.91 eV/Å
* E: -8797.86179 eV
* HOMO level: -9.531 eV
* ΔE to the lowest compared entry with this formula, charge and spin: 5.557 eV

Population analysis type Löwdin, resulting atomic charges in e: atom 1 (C): -0.011, atom 2 (C): -0.105, atom 3 (C): -0.395, atom 4 (O): 0.075, atom 5 (H): -0.022, atom 6 (H): 0.131, atom 7 (H): 0.060, atom 8 (C): 0.016, atom 9 (C): -0.140, atom 10 (N): 0.121, atom 11 (H): 0.130, atom 12 (H): 0.138

=====

[8]
Here is one molecule with the formula C5H5NO2 from OMol25. Energies are from the ωB97M-V functional and the def2-TZVPD basis.

Positions of all 13 atoms, in Å:
H (3.0898, -1.0310, -1.9160)
H (1.7391, 0.3958, 1.9629)
O (0.1302, 1.8726, -0.0742)
C (0.0025, 0.6426, 0.4111)
H (-3.0281, -0.6505, -1.0726)
O (-1.2889, -1.5091, 0.1967)
C (2.6817, -0.4413, -0.9681)
H (-2.6384, 1.1719, -0.9310)
C (1.9758, -0.2969, -0.0542)
C (-1.2688, -0.2974, -0.0795)
C (1.0912, -0.1720, 1.0513)
H (0.5165, -0.9857, 1.5728)
N (-2.4719, 0.2260, -0.3942)

Calculated values
* HOMO-LUMO gap: 9.178 eV
* F_max: 7.70 eV/Å
* SMILES: C#CCC(=O)C(N)=O
* E: -10845.97565 eV
* HOMO level: -9.827 eV
* ΔE to the lowest compared entry with this formula, charge and spin: 5.339 eV

Population analysis type Löwdin, resulting atomic charges in e: atom 1 (H): 0.109, atom 2 (H): 0.201, atom 3 (O): 0.007, atom 4 (C): -0.191, atom 5 (H): 0.234, atom 6 (O): 0.013, atom 7 (C): 0.104, atom 8 (H): 0.143, atom 9 (C): -0.208, atom 10 (C): -0.465, atom 11 (C): -0.160, atom 12 (H): 0.129, atom 13 (N): 0.085

=====

[9]
Here is a 2-piece molecular cluster, C5H5NO2 overall from OMol25. Energies are from the ωB97M-V functional and the def2-TZVPD basis.

Positions of all 13 atoms, in Å:
N (1.0510, 0.6236, -0.2099)
C (-0.6985, -0.6109, 0.8915)
C (-0.1103, 0.0583, -0.2357)
H (-0.4648, -1.3945, 3.0322)
H (1.9941, 1.8866, -1.7136)
H (-0.2218, 1.4512, -2.9977)
O (-0.7306, 0.2412, -1.4392)
O (-0.8786, -1.9198, 1.0774)
C (-0.0453, -1.2726, 2.0502)
H (0.9570, -1.5954, 1.7844)
C (0.0539, 1.0752, -2.0971)
H (-2.0742, 0.1779, 1.2282)
C (1.1681, 1.2792, -1.3707)

Calculated values
* HOMO-LUMO gap: 9.887 eV
* F_max: 6.11 eV/Å
* E: -10846.66333 eV
* HOMO level: -9.271 eV
* ΔE to the lowest compared entry with this formula, charge and spin: 4.652 eV

Population analysis type Löwdin, resulting atomic charges in e: atom 1 (N): 0.151, atom 2 (C): -0.293, atom 3 (C): -0.325, atom 4 (H): 0.110, atom 5 (H): 0.112, atom 6 (H): 0.095, atom 7 (O): 0.097, atom 8 (O): -0.028, atom 9 (C): -0.041, atom 10 (H): 0.117, atom 11 (C): -0.106, atom 12 (H): 0.233, atom 13 (C): -0.124

=====

[10]
Here is one molecule with the formula C5H5NO2 from OMol25. Energies are from the ωB97M-V functional and the def2-TZVPD basis.

Positions of all 13 atoms, in Å:
O (1.4311, 0.7908, 0.2660)
H (0.2261, 2.0021, 1.0383)
O (-0.2296, -0.8325, 1.3399)
H (1.9572, -0.3886, -1.4447)
H (-0.3383, 1.7228, -0.7409)
H (-0.1995, -1.9250, -0.5675)
C (1.3469, -0.5431, -0.4610)
C (-2.2513, 0.0082, 0.1587)
C (0.0558, -1.0042, -0.1967)
C (-0.7796, 0.0308, 0.4910)
C (0.1153, 1.3155, 0.2860)
N (-3.3499, 0.1371, -0.2482)
H (2.0157, -1.3138, 0.0792)

Calculated values
* HOMO-LUMO gap: 11.179 eV
* F_max: 6.76 eV/Å
* SMILES: N#C[C@]12COC[C@H]1O2
* E: -10847.06149 eV
* HOMO level: -10.495 eV
* ΔE to the lowest compared entry with this formula, charge and spin: 4.254 eV

Population analysis type Löwdin, resulting atomic charges in e: atom 1 (O): -0.116, atom 2 (H): 0.100, atom 3 (O): 0.069, atom 4 (H): 0.170, atom 5 (H): 0.173, atom 6 (H): 0.135, atom 7 (C): -0.110, atom 8 (C): -0.080, atom 9 (C): -0.106, atom 10 (C): -0.440, atom 11 (C): -0.101, atom 12 (N): 0.149, atom 13 (H): 0.157

=====

Please write out number 4 again, unchanged.
Here is one molecule with the formula C5H5NO from OMol25. Energies are from the ωB97M-V functional and the def2-TZVPD basis.

Positions of all 12 atoms, in Å:
H (-0.7657, -0.3183, 1.8964)
N (-2.6041, 1.1939, -0.5505)
C (1.4025, 0.6708, -0.1093)
H (2.2982, 1.2721, -0.2215)
C (-1.7276, 0.4444, -0.4623)
C (-0.5775, -0.4735, -0.3250)
C (0.6452, 0.0875, -1.0340)
C (-0.0298, -0.5130, 1.1161)
H (-0.8779, -1.4674, -0.6694)
H (0.4560, -1.4826, 1.2893)
H (0.8050, 0.0783, -2.1027)
O (0.9757, 0.5078, 1.1728)

Calculated values
* HOMO-LUMO gap: 10.192 eV
* F_max: 1.09 eV/Å
* SMILES: N#C[C@H]1C=COC1
* E: -8802.22121 eV
* HOMO level: -9.393 eV
* ΔE to the lowest compared entry with this formula, charge and spin: 1.198 eV

Population analysis type Löwdin, resulting atomic charges in e: atom 1 (H): 0.134, atom 2 (N): 0.152, atom 3 (C): -0.131, atom 4 (H): 0.131, atom 5 (C): -0.179, atom 6 (C): -0.265, atom 7 (C): -0.041, atom 8 (C): -0.128, atom 9 (H): 0.145, atom 10 (H): 0.134, atom 11 (H): 0.110, atom 12 (O): -0.061